224
Properties=species:S:1:pos:R:3:mulliken_charge:R:1 method="wB97M-V/def2-TZVPD" energy_ev=-171647.4157 de_lowest_kcal_mol=409.7
C 4.7588 -2.8624 -3.0417 0.47
O 5.7867 -2.1988 -3.4207 -0.78
N 3.8024 -2.1646 -2.5534 1.37
N 4.6407 -4.2126 -3.1795 -0.35
H 3.8784 -1.1591 -2.6105 -0.52
H 2.9899 -2.5943 -2.1348 -0.56
H 5.4469 -4.7552 -3.4548 0.31
H 3.9495 -4.6636 -2.5974 0.12
C -6.3703 -3.4984 1.4892 0.65
O -6.0976 -3.1395 2.6411 -0.91
N -6.0477 -2.7597 0.4661 -0.09
N -7.0811 -4.5636 1.4316 -0.31
H -6.3888 -3.1441 -0.4034 0.06
H -5.4483 -1.9631 0.6284 0.00
H -7.2970 -4.9523 0.5247 0.20
H -7.3248 -5.0518 2.2815 0.23
C 0.7170 3.1853 -6.5780 0.41
O 1.5365 3.3962 -7.4288 -0.68
N 0.8992 2.4896 -5.4831 0.03
N -0.5186 3.6565 -6.6432 -0.35
H 0.1829 2.4761 -4.7712 0.08
H 1.8225 2.1142 -5.3195 0.10
H -0.8420 4.0439 -7.5181 0.23
H -1.0985 3.2563 -5.9196 0.20
C 4.7056 1.6391 -5.8280 0.56
O 3.5183 1.8772 -6.0542 -0.71
N 5.7405 2.0364 -6.5739 -0.44
N 5.0799 0.8875 -4.8326 -0.11
H 5.6772 2.6268 -7.3909 0.26
H 6.6816 1.9288 -6.2234 0.13
H 6.0623 0.6780 -4.7268 0.28
H 4.4065 0.4389 -4.2282 -0.12
C -0.7614 -5.2975 5.1330 0.42
O -0.6643 -5.7793 6.2284 -0.70
N 0.1790 -4.7199 4.3933 0.01
N -1.9373 -5.1789 4.5960 -0.07
H 1.1109 -4.4936 4.7103 0.15
H -0.3197 -4.1766 3.7032 -0.02
H -2.6783 -5.5998 5.1381 0.23
H -2.2157 -4.4172 3.9941 -0.13
C -1.3880 1.1614 -3.5850 -0.74
O -0.7123 0.1784 -3.3186 0.35
N -1.8392 2.0874 -2.7000 0.41
N -1.8659 1.4343 -4.7832 -0.28
H -1.4888 1.8846 -1.7747 -0.35
H -2.2578 2.9685 -2.9616 0.24
H -2.5427 2.1788 -4.8719 0.25
H -1.8181 0.6557 -5.4246 0.18
C -4.2738 1.7860 0.6764 0.84
O -4.3073 2.7185 -0.0889 -0.53
N -3.2773 1.5895 1.5113 0.05
N -5.1226 0.7968 0.7009 -0.09
H -2.6903 2.3997 1.6499 -0.19
H -3.3721 0.7887 2.1194 -0.02
H -5.8787 0.7488 0.0330 0.41
H -4.8863 -0.0036 1.2699 0.05
C -2.6827 1.6048 5.2153 0.70
O -3.3525 2.5946 5.4674 -0.82
N -1.9085 1.4482 4.2455 1.49
N -2.6768 0.6632 6.0588 -0.08
H -1.7221 2.2220 3.6238 0.09
H -1.3970 0.5777 4.2162 -1.36
H -3.3081 0.8318 6.8289 0.26
H -1.9258 -0.0073 5.9779 -0.09
C 6.1676 -3.2661 0.5264 0.55
O 5.3005 -2.4245 0.4494 -0.74
N 6.0591 -4.4171 -0.0271 -0.33
N 7.3808 -3.1199 1.2003 -0.47
H 6.6627 -5.1963 0.1934 0.17
H 5.6427 -4.5584 -0.9364 0.18
H 8.0306 -3.8915 1.1516 0.15
H 7.5770 -2.2233 1.6219 0.23
C 5.5382 2.7938 2.9545 0.51
O 5.6465 2.1306 1.9239 -0.67
N 6.3927 3.6806 3.4319 -0.50
N 4.5552 2.7761 3.8163 -0.09
H 7.1768 3.7192 2.7965 0.29
H 6.4865 4.1619 4.3149 0.15
H 3.8969 2.0103 3.7993 -0.04
H 4.4062 3.4510 4.5529 0.18
C 4.9759 -1.8743 4.2265 0.28
O 5.7565 -1.8850 5.1801 -0.79
N 4.9754 -1.0496 3.1839 0.39
N 3.9617 -2.7230 4.1363 0.02
H 4.4898 -1.2364 2.3182 -0.66
H 5.8942 -0.6308 3.1594 0.15
H 4.0960 -3.4411 4.8337 0.23
H 3.4284 -2.7650 3.2796 0.28
C 1.4324 4.4544 5.2466 0.85
O 1.8812 4.2151 4.1401 -1.14
N 2.0355 5.3615 5.8929 -0.46
N 0.4839 3.7874 5.9057 -0.30
H 2.9066 5.6573 5.4762 0.25
H 1.5260 5.8484 6.6164 0.21
H -0.0381 3.0597 5.4388 0.04
H 0.2875 4.2043 6.8044 0.17
C 3.6785 0.9989 -0.4599 -0.53
O 3.7766 0.9227 -1.6863 -0.65
N 4.0409 0.0399 0.3492 1.41
N 3.4055 2.0942 0.0887 1.18
H 4.2641 0.1701 1.3256 -0.27
H 4.3251 -0.8828 0.0527 -0.39
H 3.5366 2.9366 -0.4528 -0.07
H 3.7995 2.2849 0.9989 -0.08
C 1.1951 5.0706 -1.9310 0.58
O 0.0597 5.3970 -2.1038 -0.71
N 1.7103 4.4715 -0.9128 0.07
N 2.1440 5.3986 -2.8349 -0.23
H 2.6964 4.4685 -0.6942 0.33
H 1.0952 4.1091 -0.1983 -0.38
H 3.1263 5.1785 -2.7530 0.07
H 1.8676 6.1321 -3.4718 0.21
C -0.8711 4.3923 1.7831 0.05
O -1.4412 3.5353 2.3824 -0.98
N 0.2878 4.8704 2.0141 0.17
N -1.3938 4.9240 0.7005 -0.02
H 0.5407 5.8262 1.8079 0.29
H 0.7931 4.5544 2.8296 -0.19
H -0.8944 5.5507 0.0857 0.12
H -2.3579 4.6818 0.5221 -0.11
C -5.1214 -1.5568 -3.8280 0.38
O -4.5200 -1.4661 -2.8323 -0.55
N -4.5670 -1.9831 -4.9721 -0.42
N -6.3990 -1.2996 -3.9985 -0.41
H -5.1659 -2.3626 -5.6913 0.21
H -3.5914 -2.0980 -4.7372 0.03
H -6.7642 -1.4909 -4.9206 0.12
H -6.9283 -1.0433 -3.1774 0.27
C 5.4132 4.1262 -2.4409 0.57
O 4.6341 4.2386 -1.5079 -0.79
N 5.6635 5.1097 -3.2633 -0.41
N 5.8545 3.0083 -2.9691 -0.23
H 4.9919 5.8639 -3.2757 0.20
H 6.4974 5.1926 -3.8271 0.16
H 5.3439 2.1996 -2.6446 0.21
H 6.4568 3.0327 -3.7795 0.13
C -4.6325 6.4727 0.0459 0.75
O -4.3698 6.2677 1.2122 -0.68
N -4.7514 5.5625 -0.7746 -0.11
N -4.8604 7.6418 -0.4423 -0.37
H -4.8244 5.9221 -1.7156 0.12
H -4.6670 4.5990 -0.4837 0.22
H -4.9154 7.7315 -1.4468 0.10
H -4.8869 8.5140 0.0663 0.24
C -0.1156 0.0061 0.2770 0.61
O 0.2259 0.1725 1.4660 -0.05
N 0.6910 -0.3292 -0.6777 1.13
N -1.2811 0.2330 -0.2841 0.74
H 1.6463 -0.2061 -0.3739 -0.50
H 0.4185 0.0243 -1.5837 -0.57
H -1.2865 -0.3509 -1.1082 -1.28
H -2.0612 0.7620 0.0789 0.08
C -1.9049 -3.9794 -3.4114 0.55
O -2.8689 -4.7277 -3.7221 -0.77
N -2.0314 -2.8222 -2.8729 1.96
N -0.7130 -4.3788 -3.7118 -0.20
H -1.1752 -2.3294 -2.6629 -0.47
H -2.9567 -2.4386 -3.0018 -0.89
H -0.5808 -5.2589 -4.1893 0.30
H 0.0531 -3.7257 -3.7933 -0.15
C -6.6033 2.2838 -2.8542 0.43
O -6.7993 1.6090 -1.9183 -0.58
N -7.5639 2.9694 -3.3922 -0.42
N -5.4696 2.6033 -3.4711 -0.31
H -7.4876 3.6330 -4.1498 0.12
H -8.4843 2.8761 -2.9869 0.27
H -4.6193 2.2429 -3.0622 0.20
H -5.4398 2.7886 -4.4635 0.24
C -5.6431 -5.1617 -1.8920 0.25
O -6.5602 -5.6468 -1.2621 -0.85
N -4.4294 -4.8674 -1.4598 0.26
N -5.8280 -4.7150 -3.0896 -0.20
H -4.1083 -5.1470 -0.5439 0.12
H -3.8428 -4.4054 -2.1400 0.06
H -5.1340 -4.2919 -3.6891 0.12
H -6.7333 -4.8674 -3.5106 0.22
C 1.8796 0.4608 4.3477 0.44
O 2.2582 0.5677 5.4829 -0.84
N 1.7018 1.4994 3.6374 1.32
N 1.3733 -0.5470 3.7528 2.55
H 1.4932 1.4940 2.6492 -0.84
H 1.8556 2.4845 3.7990 -0.18
H 1.0440 -0.3441 2.8198 -0.51
H 1.4642 -1.4866 4.1120 -0.53
C 2.0730 -3.3437 0.6325 0.40
O 2.5064 -2.8459 1.6451 -0.76
N 2.7967 -4.1290 0.0111 -0.34
N 0.9923 -3.1156 0.0218 0.29
H 2.5381 -4.6437 -0.8185 0.26
H 3.6856 -4.1128 0.4903 0.05
H 0.8403 -3.5884 -0.8577 -0.16
H 0.5215 -2.2648 0.2949 -0.47
C -3.2963 -1.6623 3.2748 -0.11
O -3.7694 -1.2180 2.2713 -0.79
N -2.1118 -1.4928 3.5711 2.28
N -3.9756 -2.4041 4.1635 -0.12
H -1.7346 -1.6480 4.4950 -0.33
H -1.7902 -0.7444 2.9738 -1.21
H -3.6045 -2.5425 5.0926 0.11
H -4.8895 -2.7643 3.9285 0.47
C -2.1068 -4.8644 1.0352 0.25
O -3.2369 -5.4563 0.9270 -0.94
N -1.7975 -3.5952 0.9685 1.62
N -1.0066 -5.4826 1.3855 -0.09
H -2.4898 -2.8765 0.8125 -0.54
H -0.8257 -3.3225 0.9316 -0.29
H -1.1392 -6.4633 1.5873 0.29
H -0.2132 -4.9547 1.7203 -0.22
C 1.4419 -1.8279 -5.8469 0.61
O 0.9855 -2.9213 -6.0231 -0.75
N 0.9927 -0.9322 -5.0922 0.36
N 2.4108 -1.3659 -6.4970 -0.35
H 0.1477 -1.1688 -4.5921 -0.34
H 1.0397 -0.0051 -5.4900 0.13
H 2.8087 -1.8944 -7.2602 0.23
H 3.0031 -0.6293 -6.1408 0.13
C 0.0054 -2.2262 6.8450 0.18
O -0.8398 -1.8887 6.1195 -0.70
N 1.2136 -1.7776 6.7709 -0.26
N -0.1746 -3.1361 7.7655 -0.35
H 1.2644 -1.0516 6.0706 -0.24
H 2.0271 -2.2898 7.0806 0.26
H -1.1031 -3.5332 7.7855 0.25
H 0.3527 -3.1098 8.6266 0.19